Entry 1:
{
  "formula": "C26H35O5STl",
  "method": "ωB97M-V/def2-TZVPD",
  "species": ["O", "C", "C", "H", "H", "C", "H", "H", "C", "H", "H", "H", "C", "H", "H", "H", "Tl", "C", "C", "C", "H", "C", "C", "H", "H", "H", "H", "C", "C", "C", "H", "C", "C", "H", "H", "H", "H", "O", "C", "C", "H", "H", "C", "H", "H", "C", "H", "H", "H", "H", "C", "C", "C", "C", "C", "C", "C", "S", "O", "O", "O", "H", "H", "H", "H", "H", "H", "H"],
  "xyz": [[-0.6177, 1.2485, -2.3939], [0.4382, 0.7278, -3.2470], [-0.0800, 1.5061, -4.4269], [0.3913, -0.3619, -3.3289], [1.4219, 1.0262, -2.9012], [-1.3373, 1.7692, -3.5425], [-0.1799, 0.9535, -5.3484], [0.4841, 2.4364, -4.5515], [-2.5679, 0.9260, -3.8704], [-2.3118, -0.0995, -4.1836], [-3.1611, 1.3966, -4.6748], [-3.2452, 0.8754, -3.0034], [-1.6598, 3.2247, -3.3909], [-0.7256, 3.7749, -3.3620], [-2.2352, 3.4021, -2.4762], [-2.2571, 3.5631, -4.2491], [1.1578, -3.4067, -1.3761], [1.1908, 1.5677, 1.2995], [2.1187, 0.5541, 0.9120], [2.4707, 0.7700, -0.4497], [2.5160, -0.2279, 1.5547], [1.8414, 1.9883, -0.8673], [0.9895, 2.4305, 0.1830], [0.3104, 3.2750, 0.1123], [0.6823, 1.6491, 2.2529], [3.0821, 0.1023, -1.0673], [1.9907, 2.5293, -1.7980], [-1.3718, -0.5397, 1.6336], [-1.9082, 0.6135, 1.0093], [-1.9185, 0.3758, -0.3998], [-2.2508, 1.5228, 1.5101], [-1.3076, -0.8857, -0.6416], [-1.0600, -1.4878, 0.6214], [-0.7810, -2.5256, 0.7727], [-1.2282, -0.6855, 2.7014], [-2.3346, 1.0704, -1.1199], [-1.0357, -1.3479, -1.6000], [0.8246, -2.0297, -5.5880], [0.2835, -1.1446, -6.6023], [0.6328, -1.6161, -8.0230], [0.7637, -0.1530, -6.5037], [-0.8037, -1.0513, -6.4415], [1.6653, -2.7429, -7.7887], [1.0491, -0.7758, -8.5869], [-0.2748, -1.9736, -8.5149], [1.6590, -2.9976, -6.2735], [2.6528, -2.4087, -8.1096], [1.3859, -3.6423, -8.3365], [2.6793, -2.9236, -5.8651], [1.2550, -3.9954, -6.0481], [-0.5164, -0.9757, 7.2380], [-0.1238, -1.5260, 5.8840], [-0.6414, -2.7078, 5.3344], [-0.1412, -3.2448, 4.1406], [0.8960, -2.6255, 3.4161], [1.3404, -1.3974, 3.9260], [0.8261, -0.8610, 5.1012], [1.5512, -3.2402, 1.8156], [2.9636, -3.5913, 1.8970], [0.6434, -4.3455, 1.4393], [1.3483, -2.0675, 0.8821], [-1.6016, -1.0250, 7.4468], [-0.0227, -1.4981, 8.0747], [-0.1988, 0.0792, 7.3305], [-1.4413, -3.2081, 5.8698], [-0.5221, -4.2022, 3.7914], [2.1407, -0.8485, 3.4105], [1.1871, 0.0971, 5.4762]],
  "fmax_ha_per_bohr": 0.068,
  "e_homo_ha": [-0.266, -0.264],
  "orbital_gap_ev": [6.45, 6.06]
}

Entry 2:
{
  "formula": "C26H36F12NO9P",
  "method": "ωB97M-V/def2-TZVPD",
  "species": ["C", "C", "O", "C", "O", "C", "F", "F", "F", "H", "H", "H", "H", "H", "C", "C", "O", "C", "O", "C", "F", "F", "F", "H", "H", "H", "H", "H", "C", "C", "O", "C", "O", "C", "F", "F", "F", "H", "H", "H", "H", "H", "C", "C", "O", "C", "O", "C", "F", "F", "F", "H", "H", "H", "H", "H", "O", "C", "C", "C", "C", "C", "C", "C", "N", "C", "C", "C", "P", "H", "H", "H", "H", "H", "H", "H", "H", "H", "H", "H", "H", "H", "H", "H", "H"],
  "xyz": [[0.8629, 2.0671, 1.2439], [1.3648, 3.3091, 0.5388], [2.2970, 4.0282, 1.3644], [3.5443, 3.5459, 1.3937], [3.9162, 2.5785, 0.7936], [4.4340, 4.4288, 2.2697], [3.8522, 4.7324, 3.4440], [4.7194, 5.5963, 1.6639], [5.6038, 3.8444, 2.5584], [0.4401, 2.3250, 2.2175], [0.1051, 1.5728, 0.6527], [1.6741, 1.3601, 1.4262], [0.5309, 3.9853, 0.3506], [1.8125, 3.0726, -0.4290], [-3.6695, -3.6567, -0.6956], [-3.1557, -2.4164, -1.3978], [-2.2200, -1.7054, -0.5671], [-0.9763, -2.1954, -0.5335], [-0.6063, -3.1634, -1.1323], [-0.0858, -1.3171, 0.3465], [-0.6633, -1.0067, 1.5185], [0.2118, -0.1432, -0.2560], [1.0813, -1.8979, 0.6437], [-4.0938, -3.3986, 0.2767], [-4.4344, -4.1494, -1.2973], [-2.8642, -4.3699, -0.5126], [-3.9838, -1.7325, -1.5878], [-2.7070, -2.6549, -2.3637], [3.7045, -0.9507, 3.7895], [3.3946, -0.3294, 5.1364], [1.9749, -0.2735, 5.3612], [1.3988, -1.4132, 5.7603], [1.9772, -2.4471, 5.9345], [-0.0955, -1.1939, 5.9994], [-0.6742, -0.5146, 4.9937], [-0.3216, -0.4899, 7.1244], [-0.7699, -2.3442, 6.1256], [3.1801, -0.4190, 2.9922], [4.7762, -0.9219, 3.5897], [3.3760, -1.9878, 3.7489], [3.7535, 0.7006, 5.1570], [3.8919, -0.8594, 5.9506], [2.6960, -7.4566, 2.9383], [3.6631, -7.2801, 1.7851], [4.1498, -5.9288, 1.7251], [5.1265, -5.6197, 2.5854], [5.6019, -6.3784, 3.3800], [5.5745, -4.1723, 2.3800], [4.5340, -3.3240, 2.2825], [6.2956, -4.0308, 1.2524], [6.3410, -3.7253, 3.3835], [1.8853, -6.7282, 2.8736], [2.2717, -8.4616, 2.9333], [3.1911, -7.2977, 3.8975], [3.1478, -7.4663, 0.8421], [4.4942, -7.9851, 1.8427], [-1.3047, 1.9076, -1.8743], [-1.1094, 2.8919, -2.8530], [-0.6143, 4.2475, -2.5935], [-0.4478, 5.2220, -3.6842], [-0.7508, 4.8729, -5.0868], [-1.2528, 3.5063, -5.3351], [-1.4326, 2.5443, -4.2415], [-2.0116, 1.0968, -4.5103], [-3.4454, 0.9448, -4.1246], [-4.2002, 2.2135, -4.2220], [-5.7822, 1.9914, -4.2145], [-6.3944, 3.3720, -4.7388], [-8.1725, 3.6417, -4.1960], [-0.4352, 1.4803, -1.7521], [-0.4031, 4.5173, -1.5341], [-0.0947, 6.2553, -3.4336], [-0.6332, 5.6330, -5.8901], [-1.5089, 3.1833, -6.3781], [-1.3696, 0.3961, -3.9205], [-1.9474, 0.9451, -5.6207], [-3.4492, 0.7081, -3.1244], [-3.9947, 2.8423, -3.3056], [-3.9943, 2.7798, -5.1740], [-6.0487, 1.1722, -4.9426], [-6.1641, 1.7321, -3.1874], [-6.2212, 3.4528, -5.8408], [-5.7784, 4.1806, -4.2401], [-8.5360, 4.8715, -4.8528], [-8.0315, 4.0577, -2.8231]],
  "fmax_ha_per_bohr": 0.070,
  "e_homo_ha": -0.324,
  "smiles": "CCOC(=O)C(F)(F)F.CCOC(=O)C(F)(F)F.CCOC(=O)C(F)(F)F.CCOC(=O)C(F)(F)F.Oc1ccccc1CNCCCP",
  "orbital_gap_ev": 9.22,
  "e_above_lowest_kj_mol": 190.5
}